26
Properties=species:S:1:pos:R:3:forces:R:3 method="wB97M-V/def2-TZVPD" orbital_gap_ev=6.924 charge=0 smiles="N=[PH2]c1nnc(C(=O)C(F)(F)C(F)(F)C(F)(F)C(=O)O)nn1"
N 5.423721 2.183630 -0.226119 -1.095 -2.286 -0.035
P 5.403562 0.563583 -0.383116 -0.219 2.800 0.085
C 3.598808 -0.098345 -0.265458 1.776 -0.384 -0.118
N 3.121537 -0.219696 1.031350 0.348 -0.082 -2.746
N 1.878949 -0.625105 1.109240 -0.801 -0.152 -2.827
C 1.276039 -0.856347 -0.119923 -1.813 -0.338 0.584
C -0.282589 -1.307785 -0.025471 -0.020 -1.829 -3.541
O -0.751825 -2.029948 -0.948347 1.651 3.205 4.271
C -1.191226 -0.833699 1.204439 0.184 -0.686 2.011
F -0.781888 0.375775 1.819826 -0.758 -2.471 -1.634
F -1.075938 -1.870622 2.204777 -0.184 2.260 -2.231
C -2.757393 -0.702065 0.886318 -1.525 -1.362 1.603
F -3.399307 -0.474029 2.158140 1.525 -0.515 -2.922
F -3.314762 -1.943192 0.425907 1.664 3.253 0.833
C -3.161425 0.546824 -0.039468 -0.623 2.274 0.589
F -2.124413 1.017627 -0.889714 -1.776 -1.389 1.748
F -3.449915 1.633522 0.866841 0.954 -2.342 -2.113
C -4.481425 0.341532 -0.928070 -2.613 -1.790 -3.182
O -4.683410 -0.573701 -1.743761 1.727 3.106 3.642
O -5.523153 1.340441 -0.804911 3.171 -0.631 -0.533
N 1.767016 -0.773950 -1.415335 -0.689 0.093 2.778
N 3.009390 -0.368457 -1.493217 0.428 0.261 2.769
H 4.427504 2.416570 -0.075134 0.695 0.414 -0.017
H 5.947165 0.200181 -1.674918 -0.506 -0.536 0.899
H 6.251961 -0.060432 0.611820 -0.759 -0.281 -0.746
H -5.126993 2.117677 -1.285706 -0.740 -0.591 0.832